Entry 1:
ORCA calculation (ωB97M-V/def2-TZVPD) on 2 unconnected molecules or ions with the total composition C16H27N2O3 in a non-equilibrium geometry.

Last column: Löwdin charge in e.
Geometry (Å):
C: 4.22 -1.04 0.33  -0.119
C: 3.41 0.33 0.08  -0.248
C: 2.15 0.13 -0.93  -0.221
C: 1.21 1.44 -0.88  -0.218
C: -0.09 1.27 0.09  -0.208
C: -1.14 2.40 -0.36  -0.224
C: -2.37 2.61 0.65  -0.218
C: -3.20 1.27 1.00  -0.224
C: -4.17 0.76 -0.17  -0.197
C: -3.44 -0.07 -1.35  -0.195
C: -3.62 -1.68 -1.13  -0.146
C: -2.54 -2.08 0.02  -0.167
C: -1.07 -2.45 -0.38  -0.038
C: -0.07 -2.78 0.83  -0.078
C: -0.75 -2.68 2.27  -0.119
N: -2.10 -2.36 2.52  -0.034
N: -2.86 -2.07 1.44  -0.075
H: 4.58 -1.03 1.43  0.072
H: 5.15 -1.16 -0.35  0.073
H: 3.51 -1.93 0.17  0.048
H: 3.01 0.82 1.03  0.098
H: 4.14 1.06 -0.45  0.102
H: 2.61 0.10 -2.00  0.114
H: 1.60 -0.86 -0.79  0.078
H: 0.79 1.63 -1.95  0.107
H: 1.86 2.33 -0.57  0.113
H: 0.29 1.39 1.18  0.124
H: -0.48 0.19 0.00  0.072
H: -1.55 2.12 -1.40  0.100
H: -0.57 3.39 -0.41  0.114
H: -1.92 2.98 1.66  0.114
H: -3.10 3.43 0.30  0.105
H: -2.45 0.49 1.38  0.093
H: -3.88 1.53 1.90  0.111
H: -4.70 1.68 -0.62  0.111
H: -4.93 0.03 0.32  0.097
H: -2.30 0.10 -1.28  0.088
H: -3.77 0.22 -2.40  0.108
H: -3.38 -2.25 -2.10  0.111
H: -4.69 -1.96 -0.80  0.106
H: -0.74 -2.46 -1.47  0.092
H: 1.03 -3.05 0.67  0.057
H: -0.07 -2.89 3.18  0.098
H: -3.85 -1.83 1.65  0.137
C: 7.53 0.76 -0.60  -1.022
O: 6.58 1.38 -1.10  0.020
O: 7.73 -0.48 -0.76  0.042
O: 8.42 1.26 0.12  0.047

Summary:
* net charge: -1
* HOMO energy: -1.82 eV


Entry 2:
ORCA calculation (ωB97M-V/def2-TZVPD) on C5H12N2 in the gas phase in a non-equilibrium geometry.

Last column: Löwdin charge in e.
Geometry (Å):
C: -2.76 -1.09 0.32  -0.118
C: -1.66 -0.84 -0.71  -0.262
C: -1.26 0.64 -0.79  -0.204
C: -0.14 1.01 0.19  -0.227
N: 1.12 0.39 -0.16  -0.017
C: 2.11 0.19 0.76  -0.355
N: 3.28 -0.23 0.57  0.059
H: -3.08 -2.13 0.29  0.068
H: -2.36 -1.08 1.34  0.068
H: -3.62 -0.44 0.19  0.071
H: -2.05 -1.18 -1.68  0.103
H: -0.81 -1.47 -0.48  0.100
H: -2.12 1.23 -0.46  0.106
H: -0.98 0.98 -1.79  0.108
H: -0.06 2.09 0.18  0.109
H: -0.41 0.72 1.20  0.113
H: 1.37 0.32 -1.13  0.135
H: 1.79 0.47 1.77  0.116
H: 3.57 -0.55 -0.34  0.028

Summary:
* structure (SMILES): [H]/N=C\NCCCC
* relative energy (zero: lowest compared OMol25 entry of this formula, charge and spin): 16.03 kcal per mole
* HOMO energy: -8.79 eV


Entry 3:
ORCA calculation (ωB97M-V/def2-TZVPD) on 8 unconnected molecules or ions with the total composition C8H32O8 in a non-equilibrium geometry.

Last column: Löwdin charge in e.
Geometry (Å):
C: 2.29 -0.39 0.60  -0.031
C: 3.56 0.46 0.54  -0.478
C: 4.58 0.04 -0.56  -0.043
O: 3.13 1.70 0.18  -0.067
H: 1.58 -0.26 -0.22  0.057
H: 1.71 -0.09 1.48  0.077
H: 2.56 -1.44 0.68  0.093
H: 4.10 0.57 1.48  0.141
H: 4.25 0.15 -1.59  0.072
H: 4.99 -0.96 -0.42  0.077
H: 5.42 0.74 -0.56  0.070
H: 3.93 2.25 0.15  0.112
C: 0.97 -2.00 -4.14  -0.062
C: 0.91 -1.14 -2.89  -0.485
C: -0.07 0.06 -2.99  -0.023
O: 0.46 -2.04 -1.93  -0.071
H: 1.03 -1.39 -5.04  0.081
H: 0.07 -2.59 -4.32  0.090
H: 1.81 -2.70 -4.14  0.083
H: 1.93 -0.88 -2.61  0.123
H: 0.30 0.78 -3.71  0.077
H: -0.14 0.70 -2.11  0.058
H: -1.05 -0.28 -3.34  0.083
H: 0.94 -2.86 -2.10  0.098
O: -2.61 -2.29 -1.37  -0.039
H: -3.03 -1.44 -1.51  0.050
H: -1.70 -2.15 -1.66  0.004
O: -2.94 -3.76 1.18  -0.059
H: -2.68 -3.43 0.32  -0.022
H: -3.49 -4.52 0.99  0.025
O: -3.94 0.28 2.60  -0.058
H: -3.07 0.24 2.21  -0.022
H: -4.00 1.16 2.97  -0.033
O: 0.72 2.74 1.06  -0.037
H: 1.54 2.34 0.77  -0.010
H: 0.28 2.99 0.25  0.049
C: -2.71 3.12 3.96  -0.164
O: -3.99 2.70 3.71  -0.112
H: -2.64 4.16 3.64  0.083
H: -2.44 3.03 5.01  0.086
H: -1.90 2.59 3.45  0.075
H: -4.55 3.18 4.33  0.104
C: -1.12 -0.18 0.74  -0.159
O: -1.01 0.57 1.93  -0.128
H: -1.26 0.57 -0.05  0.074
H: -0.34 -0.87 0.43  0.062
H: -2.08 -0.69 0.69  0.068
H: -0.31 1.22 1.90  0.031

Summary:
* structure (SMILES): CC(C)O.CC(C)O.CO.CO.O.O.O.O
* relative energy (zero: lowest compared OMol25 entry of this formula, charge and spin): 28.64 kcal per mole
* HOMO energy: -9.58 eV


Entry 4:
ORCA calculation (ωB97M-V/def2-TZVPD) on 2 unconnected molecules or ions with the total composition C5H10N in a non-equilibrium geometry.

Last column: Löwdin charge in e.
Geometry (Å):
C: 0.68 2.03 1.59  -0.003
C: 1.22 0.97 1.11  0.145
C: 0.42 -0.78 -1.59  -0.063
C: -0.25 -0.49 -0.31  -0.239
C: -1.63 -0.05 -0.05  -0.048
N: 0.42 -1.78 -0.53  0.113
H: 1.25 2.75 2.16  0.089
H: -0.24 2.37 1.11  0.075
H: 1.87 0.20 1.06  0.018
H: -0.21 -0.70 -2.44  0.134
H: 1.33 -0.21 -1.69  0.122
H: -2.38 -0.06 -0.82  0.079
H: -1.60 1.04 0.44  0.111
H: -2.04 -0.61 0.74  0.067
H: -0.10 -2.70 -0.76  0.226
H: 1.28 -2.00 -0.02  0.175

Summary:
* relative energy (zero: lowest compared OMol25 entry of this formula, charge and spin): 137.84 kcal per mole
* net charge: +1
* HOMO energy (spin up / spin down): -12.93 / -12.93 eV


Entry 5:
ORCA calculation (ωB97M-V/def2-TZVPD) on a gas-phase ion, C4H9N2O2 (charge +1) in a non-equilibrium geometry.

Last column: Löwdin charge in e.
Geometry (Å):
C: 0.94 -1.17 0.00  -0.066
C: -1.86 -0.29 1.03  -0.028
C: 0.39 1.13 -0.59  -0.002
C: -1.40 -0.45 -0.46  -0.118
N: 2.86 0.51 0.31  0.131
N: 0.06 -0.27 -0.31  -0.083
O: 2.24 -0.94 0.00  0.017
O: 4.00 0.52 0.06  0.227
H: 0.46 -2.08 0.15  0.156
H: -1.31 -0.78 1.82  0.087
H: -1.91 0.82 1.19  0.092
H: -2.94 -0.53 1.03  0.090
H: 0.03 1.90 0.03  0.107
H: 1.45 1.36 -0.69  0.077
H: 0.10 1.47 -1.53  0.090
H: -1.62 0.21 -1.27  0.135
H: -1.50 -1.41 -0.78  0.090

Summary:
* structure (SMILES): CC/[N+](C)=C/ON=O
* relative energy (zero: lowest compared OMol25 entry of this formula, charge and spin): 120.06 kcal per mole
* net charge: +1
* HOMO energy: -15.35 eV


Entry 6:
ORCA calculation (ωB97M-V/def2-TZVPD) on a molecular structure, C8F18O5S2 in a non-equilibrium geometry.

Last column: Löwdin charge in e.
Geometry (Å):
O: -0.99 1.93 1.01  -0.254
O: 0.84 0.62 0.41  -0.238
O: 0.54 -1.53 -1.07  -0.230
O: -1.23 -1.60 -2.47  -0.246
F: -1.92 0.16 5.26  0.133
F: -3.43 -1.43 4.76  0.183
F: -1.21 -1.84 4.90  0.162
F: -2.50 -3.30 2.68  0.172
F: -4.31 -1.99 2.45  0.137
F: -2.50 -2.16 0.91  0.132
F: 1.56 -1.16 -3.97  0.179
F: 2.40 0.71 -4.89  0.131
F: 0.91 -0.53 -5.91  0.152
F: 1.04 3.06 -4.60  0.118
F: 0.09 2.40 -6.18  0.160
F: -1.15 2.97 -4.54  0.156
F: -2.91 0.22 2.63  0.076
F: -1.20 0.10 -4.60  0.093
F: -0.06 -1.74 2.16  0.207
F: 0.06 0.09 3.35  0.099
F: 1.37 1.15 -2.31  0.121
F: -0.66 1.99 -2.17  0.055
O: -1.45 0.01 -0.42  -0.326
C: -2.19 -0.99 4.51  -0.457
C: -2.93 -2.12 2.22  -0.402
C: 1.25 -0.06 -4.68  -0.464
C: -0.04 2.25 -4.86  -0.452
C: -2.11 -0.89 2.92  -0.108
C: -0.01 0.75 -4.24  -0.089
C: -0.65 -0.63 2.35  -0.434
C: 0.08 0.84 -2.59  -0.304
S: -0.53 0.48 0.84  0.792
S: -0.50 -0.67 -1.56  0.747

Summary:
* relative energy (zero: lowest compared OMol25 entry of this formula, charge and spin): 16.98 kcal per mole
* HOMO energy: -11.63 eV


Entry 7:
ORCA calculation (ωB97M-V/def2-TZVPD) on 2 unconnected molecules or ions with the total composition C3H6F3NOS in a non-equilibrium geometry.

Last column: Löwdin charge in e.
Geometry (Å):
C: -0.94 -2.00 -0.82  -0.119
C: -0.30 1.86 0.68  0.120
C: 0.93 1.91 -0.08  -0.707
N: 0.25 -1.26 -0.36  -0.349
O: -0.50 -1.65 2.04  -0.519
F: 1.69 3.03 0.31  0.054
F: 1.88 0.98 0.03  0.049
F: 0.75 2.01 -1.40  0.126
S: 0.49 -0.96 1.28  0.922
H: -1.72 -1.68 -0.14  0.076
H: -1.19 -1.63 -1.76  0.062
H: -0.81 -3.01 -0.88  0.052
H: -1.29 1.86 0.25  0.073
H: -0.30 2.08 1.75  0.076
H: 1.06 -1.53 -0.91  0.085

Summary:
* relative energy (zero: lowest compared OMol25 entry of this formula, charge and spin): 0.00 kcal per mole
* HOMO energy (spin up / spin down): -7.94 / -9.60 eV


Entry 8:
ORCA calculation (ωB97M-V/def2-TZVPD) on a molecular structure, C4H12N2 in a non-equilibrium geometry.

Last column: Löwdin charge in e.
Geometry (Å):
C: 0.09 0.85 1.35  -0.307
N: -0.85 1.78 0.64  -0.011
C: -0.27 -0.63 1.27  -0.225
C: -0.53 -1.21 -0.09  -0.224
C: 0.66 -1.26 -1.08  -0.127
N: 0.82 0.45 -1.88  -0.046
H: 1.13 0.93 0.99  0.099
H: 0.12 1.24 2.38  0.106
H: -0.32 2.65 0.74  0.061
H: -0.58 1.58 -0.32  0.019
H: 0.55 -1.11 1.78  0.110
H: -1.21 -0.76 1.82  0.117
H: -0.73 -2.28 0.04  0.109
H: -1.34 -0.79 -0.68  0.115
H: 1.65 -1.19 -0.64  0.103
H: 0.70 -0.68 -2.16  -0.009
H: 0.19 0.68 -2.66  -0.004
H: 0.80 -2.20 -1.63  0.114

Summary:
* relative energy (zero: lowest compared OMol25 entry of this formula, charge and spin): 114.29 kcal per mole
* HOMO energy: -8.90 eV


Entry 9:
ORCA calculation (ωB97M-V/def2-TZVPD) on a molecular structure, C27H36BiN6OS8 in a non-equilibrium geometry.

Last column: Löwdin charge in e.
Geometry (Å):
Bi: -0.07 0.12 0.88  1.336
C: 3.62 1.47 -0.19  -0.528
C: 4.31 0.21 0.30  -0.482
S: 3.14 -1.12 0.79  0.736
C: 3.81 -2.56 -0.11  -0.506
C: 3.75 -2.48 -1.62  -0.500
S: 2.12 -1.91 -2.23  0.799
C: 2.63 -0.67 -3.46  -0.527
C: 3.29 0.57 -2.88  -0.493
S: 2.33 1.25 -1.46  0.755
H: 3.07 1.94 0.63  0.028
H: 4.36 2.18 -0.56  0.086
H: 4.98 -0.21 -0.45  0.068
H: 4.89 0.45 1.19  0.081
H: 4.83 -2.72 0.23  0.087
H: 3.19 -3.39 0.25  0.057
H: 4.49 -1.78 -2.01  0.065
H: 3.94 -3.47 -2.04  0.080
H: 3.29 -1.17 -4.18  0.086
H: 1.70 -0.41 -3.97  0.060
H: 4.30 0.35 -2.51  0.064
H: 3.35 1.34 -3.64  0.079
C: -2.21 -0.45 4.75  -0.002
C: -1.33 -0.59 3.55  -0.312
N: -1.36 0.42 2.63  -0.294
N: -2.59 1.04 2.43  -0.035
C: -3.33 0.63 1.38  -0.883
N: -4.54 1.16 1.22  0.132
S: -2.74 -0.59 0.36  0.668
C: -0.53 -1.70 3.28  -0.272
C: -0.22 -2.74 4.20  0.009
C: 0.51 -3.82 3.81  -0.037
C: 0.93 -3.93 2.47  -0.040
C: 0.67 -2.88 1.63  -0.191
N: 0.00 -1.79 2.01  -0.167
H: -2.13 0.56 5.15  0.090
H: -1.96 -1.15 5.53  0.073
H: -3.25 -0.60 4.46  0.094
H: -2.67 2.00 2.75  0.156
H: -4.86 1.93 1.78  0.117
H: -5.09 0.90 0.42  0.111
H: -0.55 -2.65 5.22  0.109
H: 0.78 -4.59 4.52  0.116
H: 1.47 -4.79 2.12  0.109
H: 0.99 -2.88 0.60  0.082
S: -2.13 2.60 -0.66  0.591
C: -2.37 4.19 -0.32  -1.153
N: -1.41 5.11 -0.22  -0.076
C: -1.77 6.40 0.31  -0.223
C: -3.25 6.59 -0.02  -0.406
S: -3.95 4.90 -0.06  0.920
H: -0.45 4.80 -0.18  0.089
H: -1.17 7.18 -0.14  0.127
H: -1.61 6.43 1.40  0.126
H: -3.40 7.03 -1.01  0.082
H: -3.79 7.18 0.72  0.080
C: 2.34 2.91 4.80  -0.080
O: 1.65 3.27 3.60  -0.182
C: 1.23 2.34 2.78  -1.236
S: 1.62 0.70 2.95  0.635
S: 0.23 2.84 1.52  0.558
H: 2.57 3.85 5.29  0.102
H: 3.25 2.35 4.58  0.085
H: 1.70 2.29 5.43  0.093
C: -1.31 0.39 -3.13  0.065
C: -2.30 -0.54 -2.93  -0.347
C: -3.67 -0.22 -3.16  -0.034
C: -4.65 -1.15 -2.95  -0.028
C: -4.32 -2.45 -2.53  -0.235
C: -2.98 -2.79 -2.30  -0.046
C: -1.99 -1.87 -2.50  -0.078
C: -5.35 -3.39 -2.33  -0.196
N: -6.21 -4.13 -2.17  0.170
H: -1.53 1.38 -3.48  0.059
H: -0.28 0.16 -2.92  0.029
H: -3.91 0.77 -3.50  0.117
H: -5.69 -0.90 -3.12  0.123
H: -2.75 -3.79 -1.96  0.123
H: -0.95 -2.13 -2.34  0.084

Summary:
* relative energy (zero: lowest compared OMol25 entry of this formula, charge and spin): 36.83 kcal per mole
* net charge: +1
* HOMO energy (spin up / spin down): -9.41 / -9.30 eV


Entry 10:
ORCA calculation (ωB97M-V/def2-TZVPD) on 2 unconnected molecules or ions with the total composition CH6N2 in a non-equilibrium geometry.

Last column: Löwdin charge in e.
Geometry (Å):
C: -0.18 -1.60 0.06  -0.358
N: -0.08 1.36 -0.16  0.010
N: -1.07 -1.80 -0.92  0.062
H: -0.06 -0.49 0.18  0.031
H: -0.51 -2.01 1.03  0.077
H: 0.82 -2.00 -0.18  0.078
H: 0.81 1.73 -0.47  0.033
H: -0.78 1.55 -0.87  0.034
H: -0.34 1.86 0.69  0.034

Summary:
* relative energy (zero: lowest compared OMol25 entry of this formula, charge and spin): 87.63 kcal per mole
* HOMO energy (spin up / spin down): -8.56 / -8.55 eV


Entry 11:
ORCA calculation (ωB97M-V/def2-TZVPD) on C4H8N2O3 in the gas phase in a non-equilibrium geometry.

Last column: Löwdin charge in e.
Geometry (Å):
C: 0.74 0.76 0.73  -0.321
C: 1.46 -0.48 0.09  -0.509
C: -0.69 0.26 1.13  -0.062
C: -1.49 -0.08 -0.15  -0.530
H: 0.07 1.65 -0.88  0.056
H: 1.71 2.02 -0.55  0.116
H: 1.20 1.06 1.67  0.141
H: -0.71 -0.57 1.90  0.137
H: -1.10 1.01 1.81  0.112
H: -3.36 -0.22 -1.04  0.126
H: -3.52 -0.37 0.65  0.128
H: 1.37 -2.30 -0.13  0.160
N: 0.74 1.87 -0.16  0.051
N: -2.83 -0.27 -0.14  0.136
O: 2.30 -0.27 -0.78  0.077
O: -0.94 -0.13 -1.22  0.057
O: 0.99 -1.62 0.49  0.124

Summary:
* structure (SMILES): NC(=O)C[C@H](N)C(=O)O
* relative energy (zero: lowest compared OMol25 entry of this formula, charge and spin): 21.42 kcal per mole
* HOMO energy: -9.15 eV


Entry 12:
ORCA calculation (ωB97M-V/def2-TZVPD) on a molecular structure, C5H4InO7 in a non-equilibrium geometry.

Last column: Löwdin spin population.
Geometry (Å):
O: -1.26 -1.29 -0.35  0.010
C: -2.22 -1.50 -1.18  0.000
O: -2.54 -2.58 -1.65  0.001
O: -2.77 0.83 -0.77  0.000
O: -4.26 -0.36 -1.94  0.000
C: -3.19 -0.23 -1.36  0.000
In: -1.10 0.56 0.13  0.015
O: 0.08 1.60 0.99  0.004
C: 1.37 1.51 1.48  0.003
C: 2.03 0.19 1.15  0.022
O: 2.30 0.07 -0.27  0.163
C: 1.94 -1.01 -0.90  0.496
H: 2.01 2.33 1.08  0.001
H: 1.41 1.60 2.58  0.000
H: 1.40 -0.66 1.45  0.012
H: 3.02 0.10 1.63  0.002
O: 1.78 -1.14 -2.08  0.270

Summary:
* relative energy (zero: lowest compared OMol25 entry of this formula, charge and spin): 0.00 kcal per mole
* multiplicity: 2
* ⟨S²⟩: 0.753
* HOMO energy (spin up / spin down): -9.47 / -9.83 eV


no.,calculated total energy (eV)
1,-26143.26821
2,-8359.44103
3,-25193.55688
4,-6824.22485
5,-11357.76127
6,-89111.70540
7,-25730.42024
8,-7318.07256
9,-132086.61644
10,-4110.53383
11,-13400.75942
12,-24752.76091